No. 1
{
  "formula": "C3H8NOS",
  "method": "ωB97M-V/def2-TZVPD",
  "total_charge": 1,
  "de_lowest_kj_mol": 235.4,
  "orbital_gap_ha": 0.3657,
  "species": ["C", "C", "C", "N", "O", "S", "H", "H", "H", "H", "H", "H", "H", "H"],
  "xyz": [[-0.676, -0.405, 0.560], [0.441, -1.439, 1.092], [0.383, 0.474, -0.066], [0.542, 0.375, -1.475], [0.045, 2.154, 0.139], [1.686, -0.079, 0.992], [-1.415, -1.007, -0.068], [-1.193, 0.031, 1.417], [0.378, -1.809, 2.127], [0.604, -2.214, 0.284], [0.067, 0.959, -2.196], [0.590, -0.544, -1.900], [1.456, 0.987, -1.675], [0.368, 2.598, 0.904]],
  "nbo_charge": [-0.469, -0.481, 0.235, -0.748, -0.777, 0.318, 0.239, 0.283, 0.261, 0.220, 0.481, 0.462, 0.479, 0.499]
}

No. 2
{
  "formula": "C9H14BFNO7S",
  "method": "ωB97M-V/def2-TZVPD",
  "total_charge": -1,
  "smiles": "CN(C)B(O)[C@H]1CC[C@](CC(=O)F)(C(=O)[O-])OS1(=O)=O",
  "orbital_gap_ha": 0.2744,
  "species": ["C", "N", "C", "B", "O", "C", "C", "C", "C", "C", "C", "O", "F", "C", "O", "O", "O", "S", "O", "O", "H", "H", "H", "H", "H", "H", "H", "H", "H", "H", "H", "H", "H", "H"],
  "xyz": [[0.049, 1.948, 2.123], [-0.240, 0.495, 2.139], [-0.929, 0.129, 3.383], [0.946, -0.327, 1.933], [1.765, -0.668, 3.018], [1.320, -0.967, 0.528], [0.083, -1.683, -0.078], [-0.735, -0.681, -0.869], [-0.064, -0.415, -2.189], [-0.669, 0.755, -2.987], [-1.599, 1.629, -2.214], [-1.346, 2.402, -1.377], [-2.883, 1.473, -2.581], [-0.190, -1.684, -3.150], [-0.921, -2.610, -2.752], [0.441, -1.540, -4.244], [1.389, -0.208, -2.038], [1.979, 0.200, -0.641], [3.392, -0.016, -0.716], [1.529, 1.519, -0.308], [1.093, 2.182, 2.321], [-0.580, 2.456, 2.847], [-0.182, 2.358, 1.146], [-1.226, -0.917, 3.360], [-1.843, 0.713, 3.452], [-0.325, 0.325, 4.273], [1.412, -1.426, 3.492], [2.107, -1.699, 0.678], [-0.528, -2.127, 0.704], [0.430, -2.468, -0.739], [-1.722, -1.089, -1.053], [-0.861, 0.202, -0.245], [0.112, 1.394, -3.385], [-1.207, 0.345, -3.833]],
  "nbo_charge": [-0.406, -0.777, -0.407, 1.242, -0.946, -0.891, -0.369, -0.482, 0.176, -0.562, 0.886, -0.542, -0.357, 0.744, -0.751, -0.758, -0.702, 2.429, -0.947, -0.966, 0.187, 0.181, 0.238, 0.186, 0.198, 0.170, 0.498, 0.262, 0.204, 0.247, 0.258, 0.234, 0.266, 0.258]
}

No. 3
{
  "formula": "C29H25N5O2",
  "method": "ωB97M-V/def2-TZVPD",
  "de_lowest_kj_mol": 32.1,
  "smiles": "C=CCNC(=O)/C(C#N)=C/c1c(N(Cc2ccccc2)Cc2ccccc2)nc2ccccn2c1=O",
  "orbital_gap_ha": 0.2904,
  "species": ["C", "C", "C", "N", "C", "O", "C", "C", "N", "C", "C", "C", "N", "C", "C", "C", "C", "C", "C", "C", "C", "C", "C", "C", "C", "C", "C", "N", "C", "C", "C", "C", "C", "N", "C", "O", "H", "H", "H", "H", "H", "H", "H", "H", "H", "H", "H", "H", "H", "H", "H", "H", "H", "H", "H", "H", "H", "H", "H", "H", "H"],
  "xyz": [[-7.944, -1.779, 0.904], [-6.633, -1.657, 0.976], [-5.693, -1.986, -0.143], [-4.777, -0.896, -0.401], [-3.444, -1.007, -0.217], [-2.895, -2.042, 0.118], [-2.677, 0.247, -0.478], [-3.336, 1.300, -1.137], [-3.898, 2.092, -1.753], [-1.362, 0.270, -0.163], [-0.501, 1.430, -0.238], [0.843, 1.427, -0.663], [1.452, 0.412, -1.313], [0.848, -0.861, -1.619], [1.120, -1.939, -0.595], [1.176, -3.266, -1.000], [1.428, -4.271, -0.085], [1.633, -3.960, 1.248], [1.573, -2.641, 1.661], [1.312, -1.637, 0.746], [2.858, 0.517, -1.677], [3.715, -0.290, -0.735], [3.984, 0.204, 0.536], [4.701, -0.554, 1.443], [5.157, -1.812, 1.089], [4.905, -2.304, -0.179], [4.187, -1.546, -1.087], [1.617, 2.525, -0.509], [1.121, 3.640, -0.054], [1.958, 4.783, 0.082], [1.449, 5.968, 0.510], [0.075, 6.065, 0.826], [-0.708, 4.964, 0.710], [-0.202, 3.776, 0.290], [-1.085, 2.643, 0.248], [-2.217, 2.793, 0.671], [-8.587, -1.540, 1.734], [-8.431, -2.135, 0.010], [-6.156, -1.296, 1.878], [-5.068, -2.844, 0.130], [-6.251, -2.226, -1.055], [-5.171, 0.002, -0.642], [-0.971, -0.643, 0.273], [-0.233, -0.727, -1.736], [1.242, -1.189, -2.588], [1.019, -3.512, -2.041], [1.467, -5.299, -0.414], [1.836, -4.743, 1.963], [1.728, -2.390, 2.699], [1.280, -0.610, 1.082], [2.974, 0.153, -2.702], [3.131, 1.571, -1.630], [3.619, 1.184, 0.807], [4.903, -0.164, 2.430], [5.711, -2.407, 1.800], [5.261, -3.284, -0.461], [3.990, -1.937, -2.075], [2.995, 4.656, -0.178], [2.082, 6.836, 0.608], [-0.348, 6.998, 1.158], [-1.764, 4.939, 0.938]],
  "nbo_charge": [-0.389, -0.181, -0.270, -0.600, 0.674, -0.634, -0.285, 0.282, -0.325, -0.052, -0.333, 0.484, -0.387, -0.235, -0.049, -0.207, -0.200, -0.213, -0.213, -0.162, -0.263, 0.052, -0.235, -0.209, -0.214, -0.192, -0.237, -0.575, 0.442, -0.241, -0.138, -0.287, 0.070, -0.391, 0.645, -0.616, 0.201, 0.189, 0.203, 0.247, 0.196, 0.411, 0.250, 0.243, 0.211, 0.207, 0.213, 0.213, 0.214, 0.204, 0.200, 0.259, 0.220, 0.212, 0.214, 0.214, 0.209, 0.236, 0.225, 0.233, 0.261]
}

No. 4
{
  "formula": "C35H53F5N2OPS",
  "method": "ωB97M-V/def2-TZVPD",
  "total_charge": 1,
  "orbital_gap_ha": 0.2592,
  "species": ["C", "C", "P", "C", "C", "C", "C", "C", "C", "C", "C", "F", "F", "C", "F", "F", "F", "C", "C", "C", "S", "C", "C", "C", "C", "C", "C", "C", "C", "O", "C", "C", "C", "C", "N", "H", "H", "H", "H", "H", "H", "H", "H", "H", "H", "H", "H", "H", "H", "H", "H", "H", "H", "H", "H", "H", "H", "H", "H", "H", "H", "H", "H", "H", "H", "H", "H", "H", "C", "C", "C", "C", "N", "C", "C", "C", "C", "C", "H", "H", "H", "H", "H", "H", "H", "H", "H", "H", "H", "H", "H", "H", "H", "H", "H", "H", "H", "H"],
  "xyz": [[4.711, 2.534, -3.856], [4.236, 1.387, -2.839], [5.398, 1.537, -1.332], [5.954, -0.189, -0.795], [4.431, 2.366, 0.062], [4.645, 3.797, 0.400], [3.887, 4.436, 1.476], [4.047, 5.966, 1.836], [2.645, 6.711, 1.643], [2.496, 7.381, 0.209], [1.532, 6.565, -0.738], [1.746, 5.192, -0.654], [0.191, 6.791, -0.443], [1.711, 6.957, -2.261], [0.779, 6.343, -3.073], [1.504, 8.308, -2.406], [2.935, 6.575, -2.735], [2.904, 3.695, 2.316], [2.693, 2.299, 1.986], [3.435, 1.658, 0.867], [2.973, -0.098, 0.581], [1.153, 0.009, 0.811], [0.185, -0.652, -0.060], [-1.241, -0.418, 0.251], [-2.438, -1.011, -0.613], [-3.176, 0.110, -1.486], [-4.534, 0.617, -0.848], [-4.401, 1.957, 0.001], [-5.195, 3.168, -0.595], [-6.609, 3.099, -0.332], [-7.168, 4.419, -0.532], [-1.652, 0.415, 1.399], [-0.674, 1.074, 2.286], [0.741, 0.863, 1.952], [1.727, 1.541, 2.786], [3.988, 3.395, -3.884], [5.678, 2.976, -3.473], [4.949, 2.132, -4.875], [4.416, 0.383, -3.319], [3.166, 1.521, -2.542], [5.576, -0.976, -1.509], [7.079, -0.259, -0.828], [5.675, -0.432, 0.271], [5.379, 4.367, -0.212], [4.285, 6.029, 2.928], [4.854, 6.450, 1.221], [2.538, 7.501, 2.441], [1.770, 6.025, 1.769], [1.952, 8.355, 0.383], [3.479, 7.578, -0.290], [2.357, 4.241, 3.127], [0.504, -1.278, -0.925], [-3.171, -1.442, 0.131], [-2.077, -1.863, -1.258], [-3.440, -0.398, -2.462], [-2.496, 0.958, -1.759], [-4.865, -0.191, -0.131], [-5.315, 0.729, -1.655], [-3.305, 2.231, -0.020], [-4.691, 1.770, 1.068], [-4.978, 3.351, -1.692], [-4.824, 4.103, -0.068], [-6.496, 5.073, -1.157], [-8.174, 4.309, -1.020], [-7.318, 4.951, 0.454], [-2.726, 0.592, 1.641], [-0.971, 1.713, 3.155], [2.212, 0.792, 3.304], [-2.201, -5.538, 3.177], [-0.942, -4.892, 2.607], [-1.083, -4.366, 1.176], [-1.652, -5.281, 0.092], [-0.775, -6.431, -0.391], [-0.586, -7.557, 0.614], [-1.851, -8.376, 0.509], [-2.108, -8.421, -0.987], [-1.515, -7.132, -1.556], [0.554, -5.923, -0.875], [-2.653, -6.259, 2.494], [-1.965, -6.073, 4.098], [-2.951, -4.781, 3.410], [-0.095, -5.580, 2.678], [-0.670, -4.053, 3.252], [-0.123, -3.951, 0.856], [-1.754, -3.500, 1.222], [-1.815, -4.660, -0.793], [-2.620, -5.694, 0.373], [0.278, -8.143, 0.289], [-0.395, -7.169, 1.607], [-2.684, -7.892, 1.021], [-1.733, -9.369, 0.944], [-3.170, -8.518, -1.212], [-1.606, -9.284, -1.431], [-2.274, -6.458, -1.951], [-0.790, -7.350, -2.338], [1.108, -5.523, -0.027], [0.377, -5.156, -1.628], [1.107, -6.755, -1.310]],
  "mulliken_charge": [-0.937, -0.412, 0.010, -1.048, 0.088, -0.952, 0.820, -1.141, -0.557, -0.909, 0.745, -0.170, -0.313, 0.478, -0.256, -0.253, -0.218, -0.386, -0.319, 0.453, -0.271, 0.558, -0.777, 0.624, -0.682, -0.706, -0.609, -0.490, -0.731, -0.346, -0.672, -0.365, -0.980, -0.154, -0.388, 0.185, 0.331, 0.308, 0.392, 0.261, 0.261, 0.352, 0.338, 0.307, 0.344, 0.379, 0.427, 0.448, 0.344, 0.397, 0.414, 0.454, 0.425, 0.114, 0.359, 0.452, 0.245, 0.406, 0.333, 0.267, 0.325, 0.408, 0.337, 0.236, 0.235, 0.440, 0.393, 0.352, -1.172, -0.820, -0.047, -1.102, 0.377, -0.387, -0.429, -0.655, -0.440, -1.124, 0.173, 0.353, 0.381, 0.394, 0.481, 0.270, 0.044, 0.480, 0.473, 0.460, 0.090, 0.061, 0.549, 0.374, 0.275, 0.275, 0.387, 0.389, 0.377, 0.506]
}

No. 5
{
  "formula": "C7H15NO",
  "method": "ωB97M-V/def2-TZVPD",
  "de_lowest_kj_mol": 488.1,
  "orbital_gap_ha": [0.3129, 0.2554],
  "species": ["C", "C", "C", "C", "H", "H", "H", "H", "H", "H", "H", "H", "C", "C", "C", "O", "N", "H", "H", "H", "H", "H", "H", "H"],
  "xyz": [[-2.231, -0.779, 0.300], [-1.041, -0.314, 0.955], [-0.329, -0.092, -0.366], [-3.537, -0.070, 0.311], [-2.219, -1.778, -0.121], [-1.175, 0.608, 1.519], [-0.371, -1.011, 1.512], [-0.197, -0.984, -0.972], [-0.632, 0.778, -0.948], [-4.027, -0.104, -0.667], [-3.432, 0.970, 0.622], [-4.228, -0.561, 1.011], [2.193, -0.064, -1.170], [1.543, 1.658, 0.556], [1.466, 0.183, 0.167], [2.099, -1.444, -1.518], [1.726, -0.653, 1.188], [2.751, -1.640, -2.197], [1.935, -1.581, 0.812], [3.240, 0.231, -1.035], [1.757, 0.567, -1.955], [1.114, 2.308, -0.209], [1.013, 1.823, 1.493], [2.584, 1.949, 0.712]],
  "nbo_charge": [-0.031, -0.501, -0.364, -0.668, 0.193, 0.215, 0.259, 0.229, 0.208, 0.222, 0.214, 0.229, -0.096, -0.638, 0.149, -0.737, -0.663, 0.477, 0.330, 0.174, 0.160, 0.198, 0.225, 0.217]
}

No. 6
{
  "formula": "C2H2ClF",
  "method": "ωB97M-V/def2-TZVPD",
  "de_lowest_kj_mol": 68.5,
  "smiles": "C=C(F)Cl",
  "orbital_gap_ha": 0.3877,
  "species": ["C", "C", "F", "Cl", "H", "H"],
  "xyz": [[0.173, 0.766, -0.129], [-0.068, -0.513, 0.302], [0.119, -1.188, 1.366], [-0.353, -1.619, -0.967], [0.110, 1.662, 0.597], [0.019, 0.892, -1.169]],
  "nbo_charge": [-0.528, 0.375, -0.277, -0.024, 0.225, 0.229]
}